{
  "formula": "C56H49Br2N9O18",
  "method": "the ωB97M-V functional and the def2-TZVPD basis",
  "smiles": "O=[N+]([O-])c1ccccc1.O=[N+]([O-])c1ccccc1.O=[N+]([O-])c1ccccc1.O=[N+]([O-])c1ccccc1.O=[N+]([O-])c1ccccc1.O=[N+]([O-])c1ccccc1.O=[N+]([O-])c1ccccc1.O=[N+]([O-])c1ccccc1.O=[N+]([O-])c1ccccc1.BrCCBr",
  "e_tot_ha": -9157.55480,
  "relative_energy_kcal_mol": 95.6,
  "symbols": ["O", "N", "O", "C", "C", "C", "C", "C", "C", "H", "H", "H", "H", "H", "O", "N", "O", "C", "C", "C", "C", "C", "C", "H", "H", "H", "H", "H", "O", "N", "O", "C", "C", "C", "C", "C", "C", "H", "H", "H", "H", "H", "O", "N", "O", "C", "C", "C", "C", "C", "C", "H", "H", "H", "H", "H", "O", "N", "O", "C", "C", "C", "C", "C", "C", "H", "H", "H", "H", "H", "O", "N", "O", "C", "C", "C", "C", "C", "C", "H", "H", "H", "H", "H", "O", "N", "O", "C", "C", "C", "C", "C", "C", "H", "H", "H", "H", "H", "O", "N", "O", "C", "C", "C", "C", "C", "C", "H", "H", "H", "H", "H", "O", "N", "O", "C", "C", "C", "C", "C", "C", "H", "H", "H", "H", "H", "Br", "C", "C", "Br", "H", "H", "H", "H"],
  "positions_angstrom": [[-12.62589, -10.54902, 13.51286], [-13.00608, -9.68020, 14.27814], [-12.63949, -9.66075, 15.45296], [-13.97542, -8.66637, 13.85712], [-14.64943, -8.77423, 12.65917], [-15.64574, -7.93852, 12.28545], [-16.07372, -6.96223, 13.21077], [-15.41938, -6.78234, 14.43119], [-14.35160, -7.61200, 14.75861], [-14.36292, -9.47835, 11.89201], [-16.20702, -8.06089, 11.37091], [-17.02389, -6.48076, 13.03263], [-15.81564, -6.18022, 15.23544], [-13.84295, -7.47440, 15.70135], [-25.34410, -11.69058, 12.49544], [-25.80938, -11.05128, 11.57849], [-26.22582, -11.58178, 10.54560], [-26.01160, -9.56501, 11.73436], [-26.56153, -8.83484, 10.64828], [-26.77177, -7.47780, 10.82917], [-26.38252, -6.83130, 11.99639], [-25.83259, -7.50257, 13.05496], [-25.66091, -8.87614, 12.94388], [-26.84253, -9.43083, 9.79257], [-27.28904, -6.89884, 10.07841], [-26.55124, -5.77210, 12.12304], [-25.57247, -6.93712, 13.93757], [-25.04368, -9.36407, 13.68371], [-22.14723, -2.89929, 19.54016], [-21.45075, -3.94294, 19.71738], [-20.75884, -4.26491, 20.65720], [-21.66288, -5.00604, 18.72859], [-21.30700, -6.33105, 19.04399], [-21.28030, -7.38629, 18.11670], [-21.83938, -7.01761, 16.90438], [-22.26280, -5.78022, 16.49793], [-22.21184, -4.71554, 17.42382], [-20.87424, -6.49589, 20.01967], [-20.91299, -8.38975, 18.27341], [-21.97364, -7.82403, 16.19865], [-22.83017, -5.79844, 15.57914], [-22.70091, -3.78946, 17.16004], [-18.18312, -9.74943, 13.39307], [-17.31418, -10.62341, 13.22026], [-17.25971, -11.24950, 12.17424], [-16.45109, -11.02033, 14.36091], [-15.60831, -12.17421, 14.34750], [-14.92278, -12.55934, 15.49507], [-15.01570, -11.79100, 16.62759], [-15.68515, -10.58782, 16.64059], [-16.41999, -10.24263, 15.55716], [-15.48987, -12.86090, 13.52237], [-14.41547, -13.51204, 15.45773], [-14.47724, -12.09314, 17.51369], [-15.66423, -10.01551, 17.55625], [-17.04492, -9.36363, 15.61402], [-23.25052, -10.42430, 9.16428], [-23.32744, -11.57890, 8.86919], [-23.19469, -12.46172, 9.68530], [-23.67398, -12.00418, 7.47724], [-24.02629, -11.06979, 6.48357], [-24.31915, -11.54755, 5.20736], [-24.54408, -12.86084, 4.92357], [-24.30283, -13.79403, 5.91090], [-23.86605, -13.36655, 7.20765], [-24.02046, -9.99969, 6.62938], [-24.38345, -10.89498, 4.34921], [-24.71692, -13.22456, 3.92146], [-24.35411, -14.85810, 5.73341], [-23.68128, -14.22072, 7.84219], [-21.49775, -0.47861, 11.73735], [-22.53225, -0.32399, 12.32916], [-22.67673, 0.51342, 13.23059], [-23.66982, -1.14295, 11.82542], [-23.52515, -2.09497, 10.80316], [-24.55414, -2.81475, 10.32865], [-25.85526, -2.57872, 10.78342], [-26.06531, -1.69112, 11.85876], [-24.94858, -0.96685, 12.39629], [-22.53015, -2.28066, 10.42648], [-24.43802, -3.46321, 9.47284], [-26.72579, -2.95624, 10.26760], [-27.01015, -1.53782, 12.35894], [-25.07230, -0.19791, 13.14451], [-26.60160, -4.98010, 8.10493], [-26.12234, -5.00515, 6.94050], [-26.78965, -4.91980, 5.92855], [-24.73707, -5.39407, 6.82199], [-24.02900, -5.16652, 5.61692], [-22.63597, -5.32037, 5.53347], [-21.89960, -5.54001, 6.65233], [-22.57038, -5.77917, 7.87300], [-23.98992, -5.70464, 7.93664], [-24.51359, -4.87975, 4.69533], [-22.11661, -5.26311, 4.58829], [-20.83789, -5.53404, 6.45452], [-21.96116, -5.98679, 8.74026], [-24.59241, -5.94585, 8.79990], [-19.41257, -7.60827, 14.85868], [-19.66252, -6.73637, 14.05163], [-19.26672, -5.60488, 14.25701], [-20.73665, -6.95802, 12.98978], [-21.31164, -8.23463, 12.83079], [-22.42143, -8.37567, 12.01372], [-22.91138, -7.27383, 11.30211], [-22.29417, -6.03771, 11.39436], [-21.21552, -5.93074, 12.21492], [-20.98174, -9.03602, 13.47526], [-22.83935, -9.36084, 11.86819], [-23.92268, -7.32896, 10.92710], [-22.67015, -5.13654, 10.93292], [-20.74796, -4.96626, 12.34744], [-20.62350, -11.30455, 5.12879], [-20.73463, -10.19959, 5.67939], [-21.36667, -9.26697, 5.08801], [-20.28306, -10.07245, 7.07623], [-19.13382, -10.63174, 7.62424], [-18.60493, -10.06386, 8.80899], [-19.31672, -9.14610, 9.56705], [-20.50887, -8.69972, 9.10509], [-21.00710, -9.11595, 7.89132], [-18.50717, -11.34670, 7.11185], [-17.66760, -10.54741, 9.04136], [-18.97367, -8.77108, 10.51998], [-21.03653, -7.94850, 9.67399], [-21.84537, -8.54351, 7.52251], [-19.21558, -2.57498, 13.18231], [-19.05267, -2.08505, 15.11299], [-20.35122, -1.28074, 15.44727], [-20.32293, -1.08646, 17.43952], [-18.21002, -1.42285, 15.31184], [-18.90688, -3.00852, 15.67340], [-21.19797, -1.89830, 15.14774], [-20.29674, -0.31081, 14.95293]]
}